No. 1
This record from OMol25 describes C32H46Ge3N2O8S2Ti as an isolated structure. The level of theory is ωB97M-V/def2-TZVPD.

```
94
Properties=species:S:1:pos:R:3:mulliken_charge:R:1
Ti -0.54989 -1.58364 0.87213 -0.488
O 1.65365 -3.34690 3.31159 -0.768
S 1.34321 -2.97274 1.95637 2.051
O -0.05215 -3.31438 1.56418 -0.378
O 1.56230 -1.54831 1.66321 -0.527
C 2.37536 -3.87760 0.86473 -0.198
C 3.55033 -4.46286 1.30906 -0.606
C 4.42338 -5.06757 0.42895 -0.538
C 4.14789 -5.04194 -0.94296 -0.690
C 2.98476 -4.45027 -1.39358 -0.530
C 2.07230 -3.88439 -0.51283 -0.802
S 0.55973 -3.27947 -1.22447 1.751
O -0.52990 -4.14532 -0.85195 -0.755
O 0.79582 -3.27531 -2.64948 -0.714
O 0.33087 -1.86051 -0.72318 0.014
H 3.75110 -4.43337 2.37266 0.538
H 5.32550 -5.54734 0.78388 0.372
H 4.84564 -5.48948 -1.63824 0.391
H 2.74441 -4.40415 -2.44670 0.553
O -0.51351 0.21133 0.75271 -0.308
N -0.26877 0.86412 1.91928 -0.946
N -0.47202 0.01577 2.94361 0.678
O -0.96281 -1.21082 2.66913 0.050
C -0.18822 0.39374 4.20748 0.471
C 0.16123 1.73850 4.48700 -0.710
C 0.43278 2.11220 5.78721 -0.467
C 0.38788 1.19227 6.83400 -0.586
C 0.06867 -0.13896 6.54876 -0.699
C -0.22413 -0.54265 5.26489 -0.406
H 0.19905 2.43841 3.66654 0.327
H 0.68741 3.14599 5.99670 0.343
H 0.61301 1.50778 7.84636 0.328
H 0.05891 -0.86826 7.35164 0.337
H -0.45358 -1.57014 5.02006 0.391
C 0.79080 3.43148 -0.75871 -1.394
C -0.60010 3.12124 -0.21523 -0.739
Ge -1.49149 1.53693 -1.09514 2.144
C -3.23498 1.56276 -0.07080 0.044
C -4.43821 1.73920 -0.99634 -1.377
C -1.90068 2.10682 -2.97368 -0.560
C -1.49400 1.12746 -3.79896 -0.287
Ge -0.67151 -0.34754 -2.60993 0.240
C -1.75912 -1.93280 -3.23278 -0.608
C -3.19631 -1.56830 -3.58943 -1.269
C 1.28638 -0.37138 -3.13958 -0.856
C 1.82668 0.99529 -3.54545 -1.119
C -1.66254 1.13394 -5.25145 -0.011
C -2.61330 1.93604 -5.90463 -0.467
C -2.73708 1.92797 -7.28156 -0.744
C -1.93104 1.10731 -8.06338 -0.365
C -1.01353 0.27498 -7.43168 -0.938
C -0.88260 0.28992 -6.05516 0.487
H 1.22344 4.31888 -0.28473 0.461
H 0.74119 3.60526 -1.83710 0.319
H 1.44997 2.58280 -0.57010 0.192
H -1.26360 3.98032 -0.36184 0.482
H -0.55535 2.89754 0.84990 0.216
H -3.18325 2.38375 0.64678 0.578
H -3.31493 0.63980 0.49853 -0.814
H -4.44749 2.75470 -1.39990 0.390
H -5.38367 1.55626 -0.47769 0.393
H -4.37365 1.05945 -1.84850 0.144
H -2.33074 3.04456 -3.33470 0.173
H -1.72857 -2.70363 -2.47233 0.356
H -1.23961 -2.32670 -4.10802 0.698
H -3.70687 -1.09997 -2.74553 0.078
H -3.76441 -2.45962 -3.87108 0.423
H -3.21421 -0.86914 -4.42703 0.252
H 1.39647 -1.09531 -3.94882 0.603
H 1.83438 -0.77138 -2.28932 0.500
H 1.23692 1.40734 -4.36647 0.214
H 2.87060 0.92298 -3.86513 0.434
H 1.77527 1.69151 -2.70811 0.042
H -3.26572 2.55877 -5.30597 0.361
H -3.46845 2.57256 -7.75801 0.356
H -2.02546 1.10723 -9.14278 0.364
H -0.39566 -0.38556 -8.03009 0.380
H -0.16607 -0.35429 -5.55921 0.230
C -3.16584 -3.61929 2.66647 -1.236
Ge -3.67575 -1.95856 1.71654 1.151
C -5.58485 -2.10139 1.04263 -1.528
C -3.92782 -0.47530 3.03194 -1.194
C -2.49126 -1.84227 0.18402 0.087
H -3.76933 -3.86076 3.54167 0.447
H -2.12762 -3.48235 2.96481 0.211
H -3.20011 -4.45740 1.96798 0.333
H -6.32583 -2.15412 1.84391 0.371
H -5.72171 -2.97114 0.39729 0.365
H -5.79940 -1.20840 0.45052 0.339
H -4.46108 -0.86702 3.90075 0.450
H -4.52649 0.32372 2.59290 0.381
H -2.98256 -0.05533 3.36763 0.159
H -2.86260 -1.17589 -0.59561 -0.381
H -2.43479 -2.86179 -0.21568 0.562
```

For the calculated total energy, the calculation gives -9834.9323 hartree. The net charge is -2. The value obtained for the relative energy (zero: lowest compared OMol25 entry of this formula, charge and spin) is 1.785 eV.

***

No. 2
This record from OMol25 describes a 4-piece molecular cluster, C32H46I2N8O6P overall. The level of theory is ωB97M-V/def2-TZVPD.

```
95
Properties=species:S:1:pos:R:3:mulliken_charge:R:1
C 5.16458 -0.04828 1.58062 -0.086
C 4.67922 -1.17119 1.57064 -0.697
C 4.04187 -2.57218 1.88734 -0.204
C 3.79217 -3.39543 0.55149 -1.003
C 2.46526 -3.01796 -0.25080 -0.440
C 1.26495 -2.52984 0.64599 0.819
O 0.96190 -3.40952 1.79646 -0.464
C 0.28821 -4.49305 1.23092 0.461
N -0.11878 -5.46578 0.75039 -0.477
N -0.06981 -2.54181 -0.05165 0.353
C -0.89688 -1.42668 0.38879 -1.185
N -2.15443 -1.29353 0.01778 0.650
C -2.82342 -2.29265 -0.87450 1.231
C -3.84453 -3.18100 -0.05203 0.205
O -4.68072 -3.79236 -0.69000 -0.571
I -3.90233 -3.37197 2.09977 0.074
C -2.97751 -0.16195 0.52287 0.414
C -3.31123 0.97654 -0.55021 -0.423
C -4.88766 0.98682 -0.80612 -1.166
I -2.11534 0.92137 -2.35543 0.042
N -0.11651 -0.59434 1.26283 0.687
C -0.35308 -0.70259 2.74390 -0.480
C -0.66894 0.72506 3.41772 -0.675
C 0.52493 1.77446 3.14528 0.214
C -0.05922 3.25157 2.94685 -1.173
N -0.14761 3.67025 1.52788 -0.157
C 1.07033 4.28522 1.04875 0.581
C 1.13756 4.81943 -0.45463 -0.956
O 2.10194 4.40433 1.70682 -0.576
C 1.30064 -0.95672 0.93173 -0.687
P 1.59009 0.17769 -0.59402 0.232
O 0.84381 1.46124 -0.38396 -0.541
O 0.94456 -0.53098 -2.00504 -0.552
O 3.22660 0.38197 -0.85460 -0.353
H 5.55923 0.97315 1.84178 0.494
H 3.15297 -2.49124 2.57448 0.246
H 4.83591 -3.14623 2.47231 0.487
H 3.84139 -4.52231 0.69457 0.383
H 4.66507 -3.15371 -0.14179 0.426
H 2.11575 -3.98087 -0.76068 0.463
H 2.73712 -2.31663 -1.09451 0.247
H -0.01720 -2.68445 -1.06604 0.136
H -2.09532 -2.90050 -1.47270 -1.244
H -3.44055 -1.69416 -1.61945 0.281
H -3.96233 -0.59595 0.89748 0.569
H -2.46152 0.28613 1.41686 -1.087
H -3.07959 1.97090 -0.04408 0.539
H -5.22795 0.10997 -1.42877 0.277
H -5.23776 1.99219 -1.18246 0.420
H -5.38185 0.85433 0.21698 0.342
H 0.62965 -1.02895 3.22354 0.351
H -1.12323 -1.48565 3.00816 0.048
H -1.61296 1.19845 3.01610 0.317
H -0.84167 0.55395 4.52919 0.378
H 1.14679 1.77694 4.09242 0.410
H 1.15180 1.44008 2.26496 -0.184
H -1.12296 3.29133 3.35943 0.506
H 0.55061 3.93773 3.60628 0.319
H -0.87093 4.40302 1.45321 0.336
H 0.18791 4.62801 -1.03300 0.249
H 2.01251 4.33444 -0.99861 0.194
H 1.35109 5.93732 -0.48992 0.369
H 2.07056 -0.55270 1.65100 0.952
H 1.71445 -0.81670 -2.54774 0.375
H 3.39242 0.43015 -1.81866 0.339
N -2.78300 -5.47417 -2.47081 0.173
C -2.84213 -6.78302 -2.86320 -0.499
C -1.69532 -7.07192 -3.55955 -0.523
C -0.90906 -5.89508 -3.58577 -0.779
C -1.60189 -4.92616 -2.90508 -0.400
H -3.50076 -4.99356 -1.94374 0.168
H -3.69460 -7.39520 -2.61465 0.411
H -1.44903 -8.02532 -4.00060 0.405
H 0.05706 -5.77113 -4.05121 0.401
H -1.35698 -3.89813 -2.69570 0.615
N -7.36031 4.23293 -2.62790 0.001
C -8.31321 4.09774 -1.65284 -0.486
C -8.54787 5.33805 -1.11645 -0.365
C -7.70968 6.25816 -1.79661 -0.385
C -6.99124 5.54842 -2.72462 -0.494
H -6.99013 3.48296 -3.18664 0.201
H -8.73905 3.13287 -1.42552 0.369
H -9.24572 5.56048 -0.32386 0.399
H -7.64151 7.32152 -1.62545 0.388
H -6.25061 5.86377 -3.44278 0.377
N 8.77033 2.33854 -0.68454 -0.009
C 9.90862 2.79382 -0.07510 -0.455
C 9.89414 2.36106 1.22633 -0.688
C 8.70478 1.61097 1.40868 -0.136
C 8.03338 1.61234 0.21209 -0.453
H 8.51572 2.51037 -1.64224 0.187
H 10.62765 3.38605 -0.61883 0.380
H 10.65469 2.56014 1.96549 0.381
H 8.37798 1.12401 2.31523 0.412
H 7.09728 1.16153 -0.07811 0.368
```

For the calculated total energy, the calculation gives -3072.7845 hartree. The net charge is +1.